C33H32GeN3OPd as an isolated structure, computed with the ωB97M-V functional and the def2-TZVPD basis.

Last column: Löwdin spin population.
Geometry (Å):
Pd: 0.40 0.16 0.46  0.815
C: 3.62 -2.94 0.00  0.003
C: 2.95 -1.72 0.00  0.009
N: 1.63 -1.63 -0.03  0.071
C: 0.89 -2.77 -0.05  0.006
C: 1.50 -4.05 -0.01  0.001
C: 2.90 -4.11 0.00  0.000
C: 0.66 -5.20 0.00  0.001
C: -0.69 -5.10 -0.05  0.000
C: -1.33 -3.83 -0.13  0.003
C: -2.72 -3.67 -0.22  -0.004
C: -3.25 -2.40 -0.28  0.004
C: -2.39 -1.30 -0.27  0.006
N: -1.08 -1.43 -0.21  0.089
C: -0.53 -2.66 -0.13  0.006
H: 4.70 -2.95 -0.01  0.000
H: 3.49 -0.78 0.02  0.002
H: 3.39 -5.07 0.01  0.000
H: 1.14 -6.17 0.05  0.000
H: -1.31 -5.98 -0.04  0.000
H: -3.35 -4.54 -0.24  0.000
H: -4.32 -2.25 -0.36  0.001
H: -2.77 -0.28 -0.33  0.002
C: -1.66 -1.27 3.52  -0.004
Ge: -0.38 0.05 2.74  -0.031
C: 1.49 -0.54 3.22  -0.009
C: 2.53 0.20 2.66  0.005
C: 3.85 -0.12 2.96  0.002
C: 4.13 -1.19 3.79  -0.004
C: 3.09 -1.96 4.30  0.000
C: 1.78 -1.64 4.01  -0.004
C: -0.68 1.88 3.54  -0.008
C: -1.16 2.85 2.68  0.000
C: -1.62 4.08 3.16  0.000
C: -1.54 4.36 4.51  0.000
C: -0.98 3.44 5.41  -0.001
C: -0.83 3.74 6.78  0.000
C: -0.24 2.84 7.64  0.000
C: 0.21 1.61 7.17  0.000
C: 0.07 1.28 5.83  0.000
C: -0.52 2.18 4.92  -0.002
H: -1.59 -1.25 4.60  -0.001
H: -1.42 -2.27 3.17  0.000
H: -2.68 -1.04 3.23  0.000
H: 2.30 1.06 2.02  0.005
H: 4.66 0.48 2.57  0.000
H: 5.15 -1.44 4.03  0.000
H: 3.31 -2.81 4.93  0.000
H: 0.97 -2.24 4.42  0.000
H: -1.22 2.64 1.62  0.000
H: -2.04 4.80 2.48  0.000
H: -1.89 5.31 4.89  0.000
H: -1.20 4.69 7.14  0.000
H: -0.12 3.09 8.68  0.000
H: 0.67 0.91 7.85  0.000
H: 0.46 0.34 5.46  0.000
C: 2.18 4.58 -1.84  0.000
N: 1.01 4.00 -1.22  0.001
C: -0.01 4.94 -0.78  0.000
C: 0.86 2.69 -1.05  0.005
C: 1.91 1.76 -1.60  0.007
O: -0.12 2.22 -0.42  0.019
H: 2.22 5.64 -1.60  0.000
H: 2.16 4.48 -2.93  0.000
H: 3.10 4.12 -1.47  0.000
H: -0.29 5.59 -1.61  0.000
H: 0.38 5.54 0.04  0.000
H: -0.88 4.38 -0.45  0.000
H: 2.20 2.02 -2.62  0.001
H: 1.49 0.73 -1.61  0.002
H: 2.80 1.79 -0.97  0.000

The calculation puts the energy above the lowest of the compared OMol25 structures with the same formula, charge and spin at 152.90 kJ/mol. As for the multiplicity: 2. Its HOMO energy (spin up / spin down) is -12.65 / -12.65 eV. Its charge is +2. The calculation puts the HOMO-LUMO gap (spin up / spin down) at 4.8 / 4.9 eV.

=====

C33H32IN5O4P2Ru as an isolated structure, computed with the ωB97M-V functional and the def2-TZVPD basis.

Last column: Löwdin charge in e.
Geometry (Å):
Ru: -0.52 -0.18 0.60  0.650
I: 0.41 1.45 -1.31  1.295
C: 0.70 3.31 -0.39  -0.563
C: 2.03 3.66 -0.29  -0.124
C: 2.39 5.00 -0.10  -0.012
C: 1.42 5.96 -0.15  0.041
C: 0.05 5.61 -0.27  -0.122
C: -0.91 6.65 -0.41  0.056
C: -2.24 6.37 -0.56  0.001
C: -2.67 5.05 -0.37  -0.050
C: -1.78 4.00 -0.18  -0.250
P: -2.56 2.58 0.50  1.075
C: -2.99 1.31 -0.70  -0.348
C: -2.95 -0.07 -0.39  -0.192
C: -3.29 -1.00 -1.37  -0.061
C: -3.65 -0.58 -2.65  -0.010
C: -3.69 0.77 -2.95  0.015
C: -3.36 1.72 -1.97  -0.041
C: -3.86 2.95 1.60  -0.294
C: -3.89 4.13 2.36  -0.048
C: -4.90 4.32 3.29  -0.008
C: -5.86 3.33 3.48  0.011
C: -5.83 2.15 2.75  -0.022
C: -4.84 1.95 1.81  -0.049
C: -0.36 4.25 -0.28  -0.196
H: 2.81 2.91 -0.42  0.103
H: 3.43 5.27 -0.01  0.136
H: 1.68 7.01 -0.12  0.145
H: -0.56 7.67 -0.44  0.147
H: -2.96 7.16 -0.72  0.139
H: -3.74 4.87 -0.34  0.129
H: -2.86 -0.41 0.64  0.102
H: -3.34 -2.05 -1.12  0.110
H: -3.93 -1.31 -3.40  0.136
H: -3.99 1.10 -3.93  0.141
H: -3.38 2.77 -2.23  0.128
H: -3.12 4.88 2.25  0.119
H: -4.93 5.23 3.87  0.134
H: -6.64 3.49 4.21  0.137
H: -6.59 1.39 2.90  0.130
H: -4.85 1.04 1.22  0.105
O: 0.68 2.29 6.59  0.201
C: -0.06 1.99 5.54  -0.461
O: -1.19 2.36 5.42  0.178
C: 0.51 1.12 4.45  -0.006
C: 1.31 -0.01 4.47  0.071
N: 1.27 -0.56 3.25  0.060
N: 0.48 0.14 2.41  -0.053
C: 0.03 1.17 3.14  -0.121
C: -0.77 2.22 2.48  -0.365
O: -0.84 3.36 2.72  0.249
O: -1.46 1.64 1.37  -0.329
H: 1.60 2.00 6.53  0.142
H: 1.88 -0.47 5.27  0.167
H: 1.79 -1.36 2.92  0.163
C: 1.60 -4.47 -1.92  -0.071
N: 1.81 -4.50 -0.38  -0.052
C: 0.72 -5.41 0.22  -0.075
N: -0.56 -4.95 -0.16  -0.136
C: -0.71 -4.93 -1.61  -0.112
N: 0.28 -4.04 -2.22  -0.135
C: 0.03 -2.64 -1.94  -0.275
P: 0.10 -2.32 -0.12  0.900
C: 1.75 -3.12 0.21  -0.222
C: -0.98 -3.71 0.49  -0.263
H: 1.78 -5.49 -2.26  0.162
H: 2.36 -3.80 -2.34  0.156
H: 2.73 -4.89 -0.18  0.197
H: 0.86 -5.41 1.31  0.154
H: 0.91 -6.41 -0.17  0.163
H: -1.71 -4.60 -1.88  0.147
H: -0.57 -5.94 -2.00  0.158
H: -0.94 -2.35 -2.33  0.091
H: 0.78 -2.01 -2.44  0.106
H: 1.92 -3.21 1.28  0.099
H: 2.55 -2.51 -0.22  0.117
H: -2.02 -3.51 0.26  0.095
H: -0.89 -3.80 1.57  0.111

The calculation puts the energy above the lowest of the compared OMol25 structures with the same formula, charge and spin at 0.00 kJ/mol. As for the multiplicity: 1. Its HOMO energy (spin up / spin down) is -18.63 / -18.61 eV. Its charge is +4. The calculation puts the HOMO-LUMO gap (spin up / spin down) at 5.9 / 5.9 eV.

=====

C33H32N2OsP2 as an isolated structure, computed with the ωB97M-V functional and the def2-TZVPD basis.

Last column: Löwdin spin population.
Geometry (Å):
Os: -0.16 -2.75 -0.33  0.585
C: 1.07 -3.13 2.99  0.002
C: 0.61 -3.71 1.68  0.006
C: 1.52 -3.99 0.64  0.024
C: 1.08 -4.62 -0.54  0.010
C: -0.27 -4.97 -0.71  0.013
C: -1.20 -4.69 0.32  0.028
C: -0.75 -4.05 1.49  0.003
H: 1.29 -3.95 3.68  0.001
H: 0.29 -2.52 3.46  0.000
H: 1.98 -2.55 2.88  0.000
H: 2.57 -3.74 0.76  0.004
H: 1.79 -4.82 -1.34  0.001
H: -0.61 -5.43 -1.63  0.001
H: -2.24 -4.95 0.19  0.004
H: -1.45 -3.84 2.28  0.000
C: 1.12 0.43 1.75  0.019
N: 0.39 0.62 0.46  0.091
P: 1.11 1.37 -0.83  0.369
C: 1.03 3.21 -0.75  0.102
C: 1.54 3.96 0.35  0.320
C: 1.54 5.40 0.36  0.117
C: 1.06 6.09 -0.72  0.027
C: 0.55 5.37 -1.81  0.307
C: 0.53 3.92 -1.82  0.181
C: 2.78 0.95 -1.05  0.112
C: 3.18 -0.38 -0.74  0.068
C: 4.48 -0.76 -0.97  0.016
C: 5.39 0.15 -1.53  0.145
C: 4.99 1.45 -1.88  0.013
C: 3.70 1.85 -1.65  0.062
P: -0.85 -0.61 0.18  0.104
C: -2.03 0.23 -0.92  0.106
C: -2.85 -0.60 -1.70  0.048
C: -3.86 -0.05 -2.47  0.013
C: -4.06 1.33 -2.47  0.078
C: -3.25 2.17 -1.70  0.006
C: -2.25 1.63 -0.92  0.055
C: -2.02 -0.29 1.57  0.242
C: -2.16 0.97 2.21  0.074
C: -3.11 1.16 3.17  0.048
C: -3.99 0.10 3.49  0.253
C: -3.89 -1.15 2.83  0.061
C: -2.93 -1.34 1.87  0.062
H: 2.14 0.81 1.67  0.001
H: 1.18 -0.63 1.98  0.003
H: 0.60 0.94 2.56  0.003
H: 1.96 3.45 1.21  0.012
H: 1.94 5.91 1.22  0.003
H: 1.06 7.17 -0.74  -0.002
H: 0.17 5.89 -2.68  0.011
H: 0.14 3.42 -2.70  0.008
H: 2.46 -1.08 -0.33  0.011
H: 4.81 -1.76 -0.73  -0.001
H: 6.41 -0.16 -1.72  0.006
H: 5.71 2.13 -2.32  -0.001
H: 3.39 2.85 -1.93  0.001
H: -2.69 -1.67 -1.70  0.011
H: -4.49 -0.69 -3.08  0.000
H: -4.86 1.75 -3.07  0.003
H: -3.43 3.23 -1.70  -0.001
H: -1.66 2.27 -0.29  0.001
H: -1.50 1.78 1.95  0.001
H: -3.20 2.10 3.69  0.000
H: -4.76 0.25 4.24  0.009
H: -4.58 -1.94 3.09  0.000
H: -2.86 -2.27 1.34  0.003
N: 0.12 -2.36 -3.41  0.069
C: 0.01 -2.41 -2.26  0.065
H: 0.25 -2.42 -4.40  0.001

As for the multiplicity: 5. Its HOMO energy (spin up / spin down) is -18.32 / -18.88 eV. Its charge is +4. The calculation puts the HOMO-LUMO gap (spin up / spin down) at 6.7 / 3.5 eV.

=====

What is the formula in the second record? C33H32IN5O4P2Ru

=====

Look up the multiplicity of the third one. 5

=====

Repeat the third record exactly.
C33H32N2OsP2 as an isolated structure, computed with the ωB97M-V functional and the def2-TZVPD basis.

Last column: Löwdin spin population.
Geometry (Å):
Os: -0.16 -2.75 -0.33  0.585
C: 1.07 -3.13 2.99  0.002
C: 0.61 -3.71 1.68  0.006
C: 1.52 -3.99 0.64  0.024
C: 1.08 -4.62 -0.54  0.010
C: -0.27 -4.97 -0.71  0.013
C: -1.20 -4.69 0.32  0.028
C: -0.75 -4.05 1.49  0.003
H: 1.29 -3.95 3.68  0.001
H: 0.29 -2.52 3.46  0.000
H: 1.98 -2.55 2.88  0.000
H: 2.57 -3.74 0.76  0.004
H: 1.79 -4.82 -1.34  0.001
H: -0.61 -5.43 -1.63  0.001
H: -2.24 -4.95 0.19  0.004
H: -1.45 -3.84 2.28  0.000
C: 1.12 0.43 1.75  0.019
N: 0.39 0.62 0.46  0.091
P: 1.11 1.37 -0.83  0.369
C: 1.03 3.21 -0.75  0.102
C: 1.54 3.96 0.35  0.320
C: 1.54 5.40 0.36  0.117
C: 1.06 6.09 -0.72  0.027
C: 0.55 5.37 -1.81  0.307
C: 0.53 3.92 -1.82  0.181
C: 2.78 0.95 -1.05  0.112
C: 3.18 -0.38 -0.74  0.068
C: 4.48 -0.76 -0.97  0.016
C: 5.39 0.15 -1.53  0.145
C: 4.99 1.45 -1.88  0.013
C: 3.70 1.85 -1.65  0.062
P: -0.85 -0.61 0.18  0.104
C: -2.03 0.23 -0.92  0.106
C: -2.85 -0.60 -1.70  0.048
C: -3.86 -0.05 -2.47  0.013
C: -4.06 1.33 -2.47  0.078
C: -3.25 2.17 -1.70  0.006
C: -2.25 1.63 -0.92  0.055
C: -2.02 -0.29 1.57  0.242
C: -2.16 0.97 2.21  0.074
C: -3.11 1.16 3.17  0.048
C: -3.99 0.10 3.49  0.253
C: -3.89 -1.15 2.83  0.061
C: -2.93 -1.34 1.87  0.062
H: 2.14 0.81 1.67  0.001
H: 1.18 -0.63 1.98  0.003
H: 0.60 0.94 2.56  0.003
H: 1.96 3.45 1.21  0.012
H: 1.94 5.91 1.22  0.003
H: 1.06 7.17 -0.74  -0.002
H: 0.17 5.89 -2.68  0.011
H: 0.14 3.42 -2.70  0.008
H: 2.46 -1.08 -0.33  0.011
H: 4.81 -1.76 -0.73  -0.001
H: 6.41 -0.16 -1.72  0.006
H: 5.71 2.13 -2.32  -0.001
H: 3.39 2.85 -1.93  0.001
H: -2.69 -1.67 -1.70  0.011
H: -4.49 -0.69 -3.08  0.000
H: -4.86 1.75 -3.07  0.003
H: -3.43 3.23 -1.70  -0.001
H: -1.66 2.27 -0.29  0.001
H: -1.50 1.78 1.95  0.001
H: -3.20 2.10 3.69  0.000
H: -4.76 0.25 4.24  0.009
H: -4.58 -1.94 3.09  0.000
H: -2.86 -2.27 1.34  0.003
N: 0.12 -2.36 -3.41  0.069
C: 0.01 -2.41 -2.26  0.065
H: 0.25 -2.42 -4.40  0.001

As for the multiplicity: 5. Its HOMO energy (spin up / spin down) is -18.32 / -18.88 eV. Its charge is +4. The calculation puts the HOMO-LUMO gap (spin up / spin down) at 6.7 / 3.5 eV.

=====

The lowest charge belongs to which entry? C33H32GeN3OPd